{
  "formula": "C49H44N8O2SSiSr",
  "method": "ωB97M-V/def2-TZVPD",
  "e_homo_ha": -0.274,
  "e_above_lowest_kcal_mol": 0.3,
  "lumo_energy_ev": 0.0485,
  "homo_lumo_gap_ev": 7.50,
  "energy_ev": -87099.002,
  "symbols": ["H", "H", "H", "C", "C", "C", "H", "H", "C", "C", "C", "H", "H", "C", "H", "H", "N", "C", "H", "H", "C", "C", "H", "H", "H", "C", "C", "H", "Sr", "C", "S", "N", "C", "O", "H", "C", "C", "N", "C", "H", "C", "O", "H", "H", "H", "C", "H", "H", "C", "C", "C", "C", "H", "C", "H", "C", "N", "C", "N", "C", "C", "C", "C", "C", "C", "C", "H", "N", "H", "C", "H", "C", "H", "C", "H", "C", "Si", "H", "H", "C", "H", "C", "H", "C", "C", "N", "H", "H", "H", "C", "H", "H", "C", "C", "H", "H", "C", "C", "H", "H", "H", "H", "N", "C", "C", "C"],
  "positions_angstrom": [[-6.480, 3.549, 0.177], [-4.937, -0.871, -4.939], [-6.752, -2.695, -0.594], [-3.510, 1.906, -1.642], [-6.339, -2.333, 0.338], [3.374, 2.185, 1.838], [-2.824, 3.907, -2.023], [4.838, -3.252, -4.937], [-6.914, -2.764, 1.530], [4.518, -0.753, -0.159], [5.854, 6.966, 5.289], [-2.505, -4.045, -5.466], [-2.660, 1.451, -2.145], [-1.641, -3.188, -3.705], [-4.632, 0.532, -3.908], [-0.249, 3.941, 2.486], [1.099, -3.756, -0.689], [4.994, -5.317, -2.260], [-6.741, 0.356, -2.709], [7.589, 5.706, 5.065], [4.495, 7.103, 5.001], [-5.317, -1.467, 2.763], [-2.242, 0.812, 0.334], [5.676, -5.989, -1.753], [2.549, -2.960, -4.076], [3.710, -5.140, -1.763], [3.424, 1.013, 1.018], [3.395, -5.656, -0.869], [-0.728, -1.826, -0.494], [2.200, 0.534, 0.516], [0.393, -2.543, 2.041], [-0.200, 0.669, 0.438], [-6.710, -0.729, -2.834], [6.415, 7.972, 6.003], [6.420, 3.992, 3.809], [3.838, 6.132, 4.280], [3.238, -3.622, -3.562], [4.370, 2.911, 2.450], [-5.644, 3.090, -0.337], [8.046, 8.757, 6.882], [7.793, 7.865, 6.317], [-2.814, -1.283, -1.193], [5.556, 0.658, 1.061], [5.354, 2.716, 2.428], [-3.450, -0.764, -3.981], [2.817, -4.285, -2.407], [7.992, 6.982, 6.929], [3.615, -4.045, 2.047], [2.221, 2.863, 2.121], [-0.257, 3.027, 1.903], [-1.418, 2.482, 1.423], [-5.248, -1.460, 0.326], [-6.055, -3.266, -2.474], [-6.405, -2.330, 2.745], [-7.186, -0.965, -3.794], [-4.482, 1.080, -1.067], [2.825, -3.484, 2.315], [-1.683, -4.074, -4.764], [2.135, -0.533, -0.308], [0.960, 2.384, 1.638], [4.527, -3.785, -4.048], [3.773, 3.984, 3.061], [-5.269, -1.252, -2.823], [4.598, 0.330, 0.673], [-5.549, 1.705, -0.412], [0.377, -4.980, -3.963], [-7.759, -3.442, 1.508], [2.476, 3.978, 2.882], [5.396, -1.313, -0.452], [4.514, 4.995, 3.826], [-0.649, -5.711, -5.698], [1.798, -3.343, 1.437], [-4.735, 4.966, -0.858], [6.540, 5.841, 4.849], [-2.382, 2.946, 1.586], [-4.665, 3.887, -0.918], [-4.346, -0.812, -1.210], [-7.321, -1.171, -2.044], [3.181, -1.989, -1.300], [5.862, 4.867, 4.123], [1.198, -5.681, -4.029], [-5.274, -2.774, -3.057], [-4.910, -1.127, 3.708], [0.344, -4.053, -2.926], [3.259, -1.140, -0.635], [-0.655, -3.168, -2.807], [-5.469, -3.003, -4.113], [6.415, -4.772, -3.775], [-3.905, -0.363, 1.605], [-3.594, 3.292, -1.572], [-6.851, -2.665, 3.674], [2.784, 6.229, 4.053], [-1.339, 1.285, 0.706], [0.952, 1.212, 0.870], [-2.423, -2.460, -3.544], [3.978, 7.985, 5.355], [-4.753, -1.043, 1.569], [1.434, -4.032, -1.905], [8.403, 7.825, 5.412], [2.670, -3.245, 3.276], [-6.315, 1.096, 0.059], [-4.328, -3.247, -2.781], [2.092, -3.822, 0.234], [5.410, -4.636, -3.395], [-0.651, -4.991, -4.889], [-4.523, -0.553, -3.975]]
}


{
  "formula": "C5H10O2",
  "method": "ωB97M-V/def2-TZVPD",
  "e_homo_ha": [-0.276, -0.281],
  "e_above_lowest_kcal_mol": 148.2,
  "lumo_energy_ev": [0.7031, 0.6936],
  "homo_lumo_gap_ev": [8.22, 8.33],
  "energy_ev": -9436.616,
  "symbols": ["C", "H", "H", "C", "C", "H", "C", "H", "H", "H", "C", "H", "H", "O", "H", "H", "O"],
  "positions_angstrom": [[-0.753, -0.095, -0.083], [0.523, -2.775, -1.377], [1.261, -1.021, -1.517], [0.148, 1.091, 0.185], [0.470, -1.706, -1.236], [1.916, 1.712, 1.213], [1.554, 0.818, 0.695], [0.166, 1.869, -0.591], [-2.627, 0.584, 0.915], [2.248, 0.595, -0.123], [-1.582, 0.309, 1.102], [-1.092, 0.059, -2.187], [-0.681, -0.443, -2.604], [-0.448, -1.318, -0.393], [1.563, -0.016, 1.404], [-1.534, -0.363, 1.972], [-0.746, 1.472, 1.257]]
}


{
  "formula": "C20H22O5",
  "method": "ωB97M-V/def2-TZVPD",
  "e_homo_ha": -0.309,
  "e_above_lowest_kcal_mol": 401.2,
  "lumo_energy_ev": -0.2638,
  "homo_lumo_gap_ev": 8.14,
  "energy_ev": -31317.179,
  "symbols": ["H", "H", "C", "H", "C", "O", "H", "H", "H", "H", "C", "C", "O", "H", "C", "C", "H", "C", "C", "H", "H", "H", "H", "H", "H", "C", "O", "C", "C", "O", "C", "H", "H", "O", "C", "H", "C", "H", "C", "H", "C", "H", "C", "C", "H", "C", "C"],
  "positions_angstrom": [[-4.328, -2.498, -3.179], [-2.727, -3.156, 1.488], [3.319, 3.408, 0.329], [-2.276, -1.590, -2.206], [-3.814, -2.946, -2.075], [-6.639, -4.885, -0.806], [8.181, 2.773, -0.841], [5.369, 2.743, 2.932], [-0.911, -0.131, -1.060], [3.111, 4.142, -0.534], [7.609, 3.388, -0.001], [6.310, 3.561, -0.292], [1.036, 2.593, 0.101], [1.149, -1.154, 0.697], [-4.294, -3.649, -0.130], [0.181, 0.473, 1.215], [6.096, 3.341, -1.145], [5.433, 4.200, 0.760], [-3.083, -3.256, 0.582], [1.594, 3.257, -1.869], [-0.098, 3.313, -1.824], [-0.332, 1.222, 1.021], [1.506, -0.021, -0.524], [1.027, 4.475, -0.961], [5.154, 5.373, 0.151], [-4.781, -3.574, -1.263], [-6.318, -4.020, -2.946], [-0.443, -1.108, -0.630], [4.353, 3.410, 1.037], [1.295, 0.983, 2.199], [1.024, 3.448, -1.135], [-7.403, -5.173, -1.354], [-0.299, -0.151, 2.185], [-1.196, -1.677, 0.286], [2.239, 2.535, 0.596], [6.153, 4.717, 1.603], [3.445, 1.817, 2.391], [8.082, 3.664, 0.800], [4.536, 2.519, 1.919], [-0.072, -1.426, -1.457], [-2.847, -1.985, -1.576], [-4.910, -4.300, 0.696], [0.729, -0.370, 0.167], [-5.937, -4.199, -1.686], [3.337, 1.115, 3.246], [2.221, 1.934, 1.671], [-2.359, -2.339, -0.279]]
}


Repeat the third record exactly.
{
  "formula": "C20H22O5",
  "method": "ωB97M-V/def2-TZVPD",
  "e_homo_ha": -0.309,
  "e_above_lowest_kcal_mol": 401.2,
  "lumo_energy_ev": -0.2638,
  "homo_lumo_gap_ev": 8.14,
  "energy_ev": -31317.179,
  "symbols": ["H", "H", "C", "H", "C", "O", "H", "H", "H", "H", "C", "C", "O", "H", "C", "C", "H", "C", "C", "H", "H", "H", "H", "H", "H", "C", "O", "C", "C", "O", "C", "H", "H", "O", "C", "H", "C", "H", "C", "H", "C", "H", "C", "C", "H", "C", "C"],
  "positions_angstrom": [[-4.328, -2.498, -3.179], [-2.727, -3.156, 1.488], [3.319, 3.408, 0.329], [-2.276, -1.590, -2.206], [-3.814, -2.946, -2.075], [-6.639, -4.885, -0.806], [8.181, 2.773, -0.841], [5.369, 2.743, 2.932], [-0.911, -0.131, -1.060], [3.111, 4.142, -0.534], [7.609, 3.388, -0.001], [6.310, 3.561, -0.292], [1.036, 2.593, 0.101], [1.149, -1.154, 0.697], [-4.294, -3.649, -0.130], [0.181, 0.473, 1.215], [6.096, 3.341, -1.145], [5.433, 4.200, 0.760], [-3.083, -3.256, 0.582], [1.594, 3.257, -1.869], [-0.098, 3.313, -1.824], [-0.332, 1.222, 1.021], [1.506, -0.021, -0.524], [1.027, 4.475, -0.961], [5.154, 5.373, 0.151], [-4.781, -3.574, -1.263], [-6.318, -4.020, -2.946], [-0.443, -1.108, -0.630], [4.353, 3.410, 1.037], [1.295, 0.983, 2.199], [1.024, 3.448, -1.135], [-7.403, -5.173, -1.354], [-0.299, -0.151, 2.185], [-1.196, -1.677, 0.286], [2.239, 2.535, 0.596], [6.153, 4.717, 1.603], [3.445, 1.817, 2.391], [8.082, 3.664, 0.800], [4.536, 2.519, 1.919], [-0.072, -1.426, -1.457], [-2.847, -1.985, -1.576], [-4.910, -4.300, 0.696], [0.729, -0.370, 0.167], [-5.937, -4.199, -1.686], [3.337, 1.115, 3.246], [2.221, 1.934, 1.671], [-2.359, -2.339, -0.279]]
}


Q: Which formula does entry 1 have?
A: C49H44N8O2SSiSr